[1]
The following is a DFT calculation (wB97M-V/def2-TZVPD) of a molecular structure, C13H8N2O2Pd.

Last column: Mulliken charge in e.
Cartesian coordinates (Å):
Pd  -1.28385  -1.99402  -0.12342  0.736
O  -4.42154  2.09784  0.73264  -0.327
O  -1.93275  2.62689  -2.65275  -0.336
N  3.15581  -2.11603  1.29679  -0.488
N  -2.84013  3.24367  -0.55663  -0.297
C  0.19174  -0.19970  0.23686  0.702
C  -2.16162  1.23173  0.50051  0.585
C  -0.17204  0.73807  -0.79591  -0.237
C  -0.68851  -0.39214  1.37642  0.019
C  -3.32895  2.20025  0.33038  -0.094
C  -2.00393  2.49278  -1.49600  -0.028
C  -1.87993  0.34144  1.49799  -1.043
C  1.38726  -0.96786  0.13535  0.763
C  3.63345  -2.41789  0.08374  -0.131
C  2.04353  -1.41829  1.33045  -0.417
C  1.95174  -1.27300  -1.14066  -0.236
C  -1.33157  1.42804  -0.63706  -0.241
C  3.09270  -2.02672  -1.14436  -0.638
H  -2.54954  0.22447  2.33775  0.522
H  1.63807  -1.16950  2.29933  0.442
H  3.55918  -2.32288  -2.06764  0.455
H  4.52772  -3.02677  0.06424  0.420
H  0.45139  0.92023  -1.65658  0.577
H  1.49819  -0.93700  -2.05747  0.481
H  -2.15056  3.80255  -0.03966  0.356
H  -0.38587  -1.08616  2.14569  0.456

Calculated values
2S+1	1
net charge	+2

=====

[2]
The following is a DFT calculation (wB97M-V/def2-TZVPD) of C13H23N3OS in the gas phase.

Last column: Mulliken charge in e.
Cartesian coordinates (Å):
S  -6.37862  -0.48106  1.37934  -0.458
O  0.94056  -0.86628  -1.79917  -0.578
N  -3.95572  -0.04941  0.25160  0.194
N  -3.63712  -1.88332  -0.91737  -0.813
N  -4.83369  -1.94329  -0.28279  0.096
C  3.15807  -0.27258  0.05949  -0.441
C  -4.36406  2.22222  -1.45190  -0.771
C  -3.12437  -0.73918  -0.59219  0.474
C  1.76560  -0.73150  0.48752  -0.990
C  5.65348  -0.40278  0.57166  -0.475
C  0.69248  -0.31660  -0.52723  -0.005
C  4.23742  -0.76562  1.01978  -0.514
C  -3.79341  1.26632  0.80162  -0.765
C  -5.07477  -0.82701  0.44866  0.271
C  5.93450  1.09445  0.62144  -1.159
C  -3.99489  2.37260  -0.19482  -0.017
C  -0.70770  -0.69933  -0.02317  -0.706
C  -1.78906  -0.25818  -1.01876  -0.616
H  4.16564  -1.85336  1.10213  0.347
H  -4.55179  1.25532  -1.88947  0.242
H  6.97584  1.29031  0.37628  0.364
H  3.36260  -0.64727  -0.94545  0.317
H  6.36525  -0.91605  1.22268  0.334
H  -4.54776  1.36116  1.59438  0.423
H  -1.55766  -0.68642  -1.99448  0.384
H  3.16882  0.81714  0.01549  0.246
H  -5.43990  -2.73967  -0.38151  0.170
H  5.31373  1.63273  -0.08973  0.308
H  -0.87597  -0.23929  0.95180  0.288
H  -1.79495  0.82916  -1.10515  0.286
H  1.75385  -1.82111  0.58760  0.369
H  5.81336  -0.76797  -0.44524  0.300
H  -0.76193  -1.78402  0.10009  0.304
H  1.52043  -0.30511  1.46182  0.382
H  -4.50264  3.06780  -2.10198  0.284
H  4.05609  -0.34822  2.01328  0.286
H  -3.82260  3.35674  0.21850  0.341
H  0.73717  0.76707  -0.68433  0.382
H  -2.80174  1.35378  1.25895  0.220
H  0.95724  -1.82756  -1.71701  0.410
H  5.73822  1.48544  1.61763  0.285

Calculated values
SMILES string	C=CCn1c(CC[C@H](O)CCCCC)n[nH]c1=S
2S+1	1
energy relative to the best compared isomer or geometry (same formula, charge and spin)	13.8	kcal/mol

=====

[3]
The following is a DFT calculation (wB97M-V/def2-TZVPD) of a molecular structure, C44H33AsCdN8O9S.

Last column: Mulliken charge in e.
Cartesian coordinates (Å):
Cd  -0.03886  0.14658  -0.20815  3.311
As  2.55720  -1.29381  1.31715  1.154
S  2.51391  0.32941  -1.64062  -0.378
O  0.39586  -3.39361  1.13467  -0.637
O  -1.21529  1.66656  1.84299  -0.461
O  0.32257  -6.29120  5.21075  -0.622
O  -0.70113  -1.46163  1.52299  0.234
O  -1.21014  4.15693  -1.75780  -0.846
O  -3.12399  -2.06687  -2.51256  -0.830
O  -4.90724  -1.91921  4.08475  -0.585
O  -1.48295  -6.42947  6.35622  -0.664
O  -5.26508  -3.67219  5.25485  -0.638
N  -1.75393  0.48182  3.70034  -0.268
N  0.30216  -2.07080  -1.55171  0.316
N  1.18730  2.44072  0.20534  0.548
N  -3.26478  1.98689  2.78100  -0.529
N  -4.56636  -3.00516  4.51943  1.001
N  -1.19975  1.99528  -0.93377  0.065
N  -0.81736  -5.95164  5.45218  1.091
N  -1.91713  -0.54038  -1.25955  -0.213
C  1.45674  -0.05705  5.19276  -0.796
C  -4.28807  0.02292  -0.84716  -0.526
C  4.14766  -0.47175  0.49879  -0.620
C  6.52609  0.02865  0.51990  -0.838
C  3.69200  -3.23442  3.29294  0.050
C  1.40334  -4.00923  -2.39811  -1.352
C  3.46336  -2.93850  1.95220  0.249
C  -2.58556  -2.97676  3.05050  -0.306
C  4.00451  0.19364  -0.74377  0.696
C  -0.44705  -2.69265  1.69170  -0.684
C  -0.92981  -3.71057  -2.76518  -0.769
C  2.59307  -0.38572  3.07260  0.349
C  3.45682  0.64953  3.41955  -0.739
C  4.31158  -5.13311  1.37973  -0.728
C  1.60720  -0.73780  3.99546  -0.343
C  -2.03533  1.36711  2.69227  0.443
C  0.71428  3.36402  -0.62865  0.181
C  -4.85501  2.32272  -0.43126  -0.424
C  3.13850  3.77314  0.55113  -0.870
C  0.21129  -4.47018  -2.93816  -0.364
C  -3.52342  2.68145  -0.56795  -0.705
C  2.35894  2.65338  0.78724  -0.804
C  -2.93928  0.36084  -1.00611  -0.677
C  -0.70608  -4.38206  3.55669  -0.819
C  -2.69551  -4.49800  4.93036  -0.371
C  1.42683  4.52157  -0.92697  -0.626
C  5.40380  -0.54011  1.09830  -0.570
C  -3.26878  -3.51569  4.14327  0.000
C  4.52580  -5.41772  2.72165  -0.488
C  -1.28777  -3.39363  2.77856  0.189
C  3.78993  -3.90659  1.00373  -0.383
C  6.39549  0.67406  -0.70716  -0.520
C  -5.24017  0.99394  -0.57382  -0.721
C  3.31168  1.33972  4.61605  -0.652
C  -0.84390  -2.50949  -2.06344  0.203
C  5.16206  0.75575  -1.32187  -0.706
C  -2.54284  1.72363  -0.86728  1.182
C  -2.09737  -1.66863  -1.93415  0.046
C  2.66415  4.72092  -0.34414  -0.505
C  -1.41974  -4.92946  4.61947  -0.342
C  -0.68922  3.19583  -1.16886  -0.243
C  2.30011  1.00026  5.50005  -0.738
C  1.39127  -2.80465  -1.71523  -0.147
C  4.21735  -4.46233  3.67664  -0.726
H  -3.22181  -4.90526  5.77908  0.584
H  4.37302  -4.67640  4.72772  0.400
H  4.53370  -5.88060  0.62710  0.397
H  -3.21592  3.71208  -0.44965  0.364
H  3.60890  -3.70275  -0.04485  0.167
H  0.17513  -5.40352  -3.48850  0.385
H  7.26373  1.11422  -1.18690  0.358
H  2.16738  1.55483  6.42107  0.354
H  2.32366  -4.56862  -2.50868  0.424
H  -2.54400  0.07846  4.17239  0.270
H  -5.60071  3.08167  -0.21391  0.312
H  -1.89305  -3.99926  -3.16008  0.476
H  7.49127  -0.02551  1.01048  0.362
H  4.26647  0.91806  2.75205  0.307
H  -3.05943  -2.24716  2.40884  0.733
H  2.68846  1.89432  1.47900  0.850
H  5.50515  -1.06291  2.04561  0.362
H  -1.02778  -0.16279  3.41587  -0.146
H  -4.57332  -1.01350  -0.95148  0.465
H  -6.28623  0.72166  -0.47962  0.353
H  3.45089  -2.50410  4.05504  0.379
H  4.92466  -6.37967  3.02131  0.342
H  2.30481  -2.39085  -1.30469  0.415
H  3.98225  2.15895  4.84831  0.384
H  0.30004  -4.71838  3.34100  0.744
H  0.94896  -1.56749  3.77389  0.740
H  4.09751  3.88663  1.04033  0.508
H  -3.55317  2.43616  1.92233  0.243
H  -3.98817  1.47212  3.25551  0.248
H  0.99272  5.23044  -1.61750  0.497
H  0.65986  -0.33449  5.87230  0.397
H  3.25301  5.60089  -0.57655  0.369
H  5.05380  1.25828  -2.27437  0.421

Calculated values
2S+1	1
net charge	-2
energy relative to the best compared isomer or geometry (same formula, charge and spin)	9.1	kcal/mol

=====

[4]
The following is a DFT calculation (wB97M-V/def2-TZVPD) of a molecular structure, C44H49Cl2N7O4SbSc.

Last column: Mulliken charge in e.
Cartesian coordinates (Å):
Sb  0.19959  -3.13776  0.15470  -0.191
Sc  -0.23463  0.84162  -1.27822  -0.319
Cl  -1.34253  8.05362  2.35256  -0.206
Cl  -3.16282  3.10573  2.31084  -0.090
O  -1.88057  -0.60537  -1.99706  -0.404
O  -2.46553  1.32582  -1.44287  -0.129
O  -0.07009  2.65450  -0.20207  -0.148
O  0.26346  2.57330  -2.39887  -0.665
N  0.56722  0.08420  -3.38618  0.950
N  2.89431  -0.07585  -2.64010  -0.211
N  -2.75872  0.34890  -2.17619  0.055
N  1.39295  1.07808  1.71443  -0.525
N  -1.61329  5.29913  1.22614  0.029
N  1.67933  0.33794  -0.57642  1.683
N  -0.66540  0.12217  0.86723  2.321
C  0.10863  3.23807  -1.30377  1.025
C  -0.25364  0.06844  -4.42543  -0.503
C  -1.14967  -4.80812  -2.11581  -1.803
C  -0.39235  0.52644  3.21098  -1.085
C  0.09336  0.60985  1.86808  0.010
C  2.05831  -3.23800  -2.28909  -1.737
C  -2.17475  5.46166  -0.02936  0.961
C  3.33043  -3.28593  -0.10837  -1.333
C  -3.15509  4.64008  3.04782  1.061
C  -0.99754  -4.00741  2.81835  -1.994
C  -1.88067  -0.30199  1.19616  -0.432
C  1.32173  -4.97340  2.61791  -1.382
C  -4.16523  5.93164  -1.38636  -0.574
C  -1.45093  5.10085  -1.23996  0.291
C  -3.45420  5.97648  -0.19226  -0.526
C  1.84473  -0.17255  -3.53536  -0.091
C  -1.04270  -6.10400  -0.02308  -1.608
C  2.26965  -5.36374  -1.01667  -1.720
C  -2.45386  -0.36661  2.45528  -1.073
C  -3.84637  6.06090  4.80652  -0.229
C  5.26215  0.99968  -1.14573  -0.639
C  -2.32849  5.59574  2.39445  -1.505
C  2.27938  -0.54607  -4.83405  -0.887
C  -3.53952  5.48101  -2.55163  -0.913
C  1.37622  -0.56326  -5.92553  -0.407
C  -1.66130  0.03713  3.53666  -0.414
C  1.01992  -2.49380  3.00929  -1.682
C  -3.94208  4.85615  4.14586  -0.838
C  -1.20634  -4.70010  -0.59706  1.918
C  2.08001  0.84081  0.61735  -0.234
C  5.67612  2.04900  0.97355  -0.615
C  6.14619  1.62472  -0.26461  -0.838
C  -2.97118  7.02194  4.31868  -0.822
C  2.09830  -3.82434  -0.90687  1.943
C  0.07313  -0.27473  -5.70581  -1.035
C  0.42074  -3.78878  2.33108  1.739
C  3.50949  1.22347  0.49256  0.396
C  -0.03553  4.75904  -1.21677  -1.432
C  -2.26803  6.77270  3.10670  0.904
C  -2.55605  -4.22632  -0.11276  -1.749
C  3.91704  0.78708  -0.71983  0.336
C  -2.17187  5.21453  -2.50061  -0.349
C  2.79935  0.23919  -1.39644  -0.426
C  4.38773  1.85466  1.37251  -0.369
H  3.39143  -2.17049  -0.11522  0.093
H  -1.26117  -5.04210  2.52260  0.445
H  -1.13938  -6.05690  1.04784  0.213
H  1.55073  -2.26696  -2.37071  -0.009
H  -0.37946  -5.59838  -2.38520  0.306
H  3.24962  -5.61273  -1.51953  0.456
H  7.12947  1.71743  -0.60890  0.545
H  -3.93239  6.27896  0.72830  0.432
H  0.46750  5.07800  -0.33448  0.475
H  -2.78492  -4.33079  0.97158  0.279
H  -1.11572  -4.14881  3.89571  0.423
H  -2.73242  -3.20712  -0.47752  0.228
H  3.33781  -0.58741  -5.02780  0.503
H  2.33811  -5.94641  -0.09259  0.257
H  -0.14193  -6.70881  -0.23270  0.201
H  4.25363  -3.56734  -0.69045  0.527
H  -3.34787  -4.81127  -0.64723  0.473
H  0.32887  0.84745  3.90905  0.674
H  0.20856  -1.73407  3.11673  0.216
H  3.03970  -2.89298  -2.61917  0.570
H  -2.09867  -5.31707  -2.35790  0.595
H  1.26975  -2.80821  4.01177  0.721
H  -1.20662  0.43704  -4.09493  0.569
H  0.55480  5.22304  -2.09924  0.433
H  -1.64976  4.95146  -3.45598  0.347
H  5.51851  0.68529  -2.11307  0.627
H  -1.11085  -3.93042  -2.76382  0.135
H  0.85966  -5.84734  2.06709  0.205
H  1.32736  -5.08621  3.71796  0.546
H  -0.75569  -0.18194  -6.41152  0.429
H  -4.59645  6.41629  5.58368  0.286
H  1.59469  -3.84669  -3.03446  0.365
H  -3.48479  -0.68255  2.45147  0.521
H  -5.21121  6.21356  -1.32812  0.388
H  2.38366  -4.87699  2.29301  0.166
H  -2.05167  0.03535  4.56904  0.382
H  -4.08823  5.45078  -3.48288  0.424
H  1.42528  -5.79448  -1.58947  0.267
H  3.98838  2.10272  2.31226  0.645
H  -4.61596  4.09229  4.54783  0.384
H  3.42820  -3.63677  0.96457  0.139
H  -1.66951  -3.28856  2.46902  0.295
H  6.37017  2.55260  1.66041  0.389
H  -1.02121  4.47847  1.26185  0.232
H  -2.92052  7.93232  4.81699  0.483
H  -2.37987  -0.67467  0.33322  0.230
H  1.93057  -2.06388  2.54016  0.204
H  1.78836  -0.86318  -6.90883  0.376
H  -1.81706  -6.84967  -0.33482  0.425

Calculated values
2S+1	1
energy relative to the best compared isomer or geometry (same formula, charge and spin)	26.7	kcal/mol

=====

Number 1: gap between HOMO and LUMO 5.113 eV, calculated total energy -887.25497 Ha. Number 2: gap between HOMO and LUMO 8.571 eV, calculated total energy -1146.84309 Ha. Number 3: gap between HOMO and LUMO 4.562 eV, calculated total energy -5613.49351 Ha. Number 4: gap between HOMO and LUMO 6.824 eV, calculated total energy -4311.73201 Ha.